Molecular formula: C62H51Cl5I4N4O2SbSr
Method: DFT, ωB97M-V with the def2-TZVPD basis set

## Properties
LUMO level   1.3 eV
Charge   -1
Energy above the lowest of the compared OMol25 structures with the same formula, charge and spin   0.0 kJ/mol
Max |F|   2.620 eV/Å
HOMO energy   -4.3 eV
Frontier orbital gap   5.55 eV

Cartesian coordinates (Å):
Sr: -0.75 0.54 0.83
I: 2.15 7.39 7.13
C: 1.41 5.78 5.97
C: 0.59 4.84 6.57
C: 0.07 3.82 5.80
C: 0.35 3.74 4.44
C: 1.19 4.68 3.87
C: 1.73 5.71 4.63
C: -0.27 2.71 3.58
C: -1.16 3.21 2.62
C: -1.61 4.58 2.53
C: -2.57 4.61 1.58
C: -2.69 3.27 1.07
C: -3.61 2.88 0.10
C: -4.63 3.88 -0.31
C: -4.57 4.54 -1.53
C: -5.56 5.43 -1.90
C: -6.63 5.65 -1.06
I: -8.19 6.95 -1.66
C: -6.71 5.02 0.17
C: -5.71 4.14 0.54
C: -3.73 1.60 -0.45
N: -2.92 0.55 -0.20
C: -3.41 -0.51 -0.86
C: -2.95 -1.84 -0.78
C: -3.45 -2.72 -1.85
C: -3.37 -2.25 -3.17
C: -3.79 -3.01 -4.24
C: -4.29 -4.28 -4.00
I: -4.87 -5.49 -5.64
C: -4.43 -4.76 -2.71
C: -4.02 -3.97 -1.64
C: -2.10 -2.35 0.21
C: -1.74 -3.74 0.39
C: -0.98 -3.81 1.51
C: -0.83 -2.45 1.99
N: -1.52 -1.62 1.19
C: -0.08 -2.09 3.12
C: 0.10 -0.80 3.63
C: 1.03 -0.44 4.68
C: 0.99 0.91 4.80
C: 0.04 1.37 3.81
N: -0.47 0.32 3.13
C: 0.68 -3.17 3.79
C: 1.58 -3.96 3.07
C: 2.33 -4.93 3.69
C: 2.17 -5.13 5.05
I: 3.30 -6.65 6.02
C: 1.30 -4.37 5.79
C: 0.56 -3.38 5.16
C: -4.61 -0.12 -1.58
C: -4.80 1.19 -1.33
N: -1.81 2.46 1.70
H: 0.33 4.91 7.61
H: -0.59 3.08 6.25
H: 1.42 4.62 2.81
H: 2.38 6.43 4.17
H: -1.26 5.40 3.14
H: -3.15 5.46 1.24
H: -3.73 4.37 -2.19
H: -5.50 5.94 -2.86
H: -7.55 5.19 0.83
H: -5.76 3.63 1.49
H: -2.96 -1.26 -3.34
H: -3.73 -2.62 -5.24
H: -4.86 -5.73 -2.53
H: -4.18 -4.33 -0.64
H: -2.01 -4.55 -0.25
H: -0.57 -4.69 1.95
H: 1.67 -1.11 5.22
H: 1.56 1.53 5.45
H: 1.70 -3.79 2.01
H: 3.04 -5.52 3.13
H: 1.19 -4.52 6.86
H: -0.12 -2.77 5.73
H: -5.23 -0.77 -2.17
H: -5.61 1.81 -1.68
Cl: 0.69 3.60 -0.09
C: 1.96 2.65 0.60
C: 1.67 1.33 0.91
C: 2.74 0.61 1.43
Cl: 2.53 -1.05 1.80
C: 4.00 1.15 1.64
Cl: 5.30 0.20 2.28
C: 4.23 2.49 1.34
Cl: 5.77 3.18 1.64
C: 3.20 3.25 0.81
Cl: 3.49 4.92 0.43
C: 4.85 -1.20 -1.06
C: 4.12 -2.12 -2.02
C: 3.82 -3.43 -1.33
C: 4.93 -2.33 -3.28
Sb: 2.05 -1.19 -2.52
C: 2.37 0.80 -3.62
C: 1.05 1.54 -3.67
C: 3.40 1.59 -2.85
C: 2.85 0.45 -5.03
C: 0.79 -2.73 -3.58
C: 0.11 -3.53 -2.49
C: 1.64 -3.61 -4.48
C: -0.22 -1.94 -4.39
H: 5.69 -1.73 -0.61
H: 4.19 -0.88 -0.26
H: 5.25 -0.31 -1.56
H: 4.74 -3.85 -0.92
H: 3.40 -4.17 -2.01
H: 3.13 -3.27 -0.50
H: 5.89 -2.78 -3.02
H: 5.14 -1.39 -3.79
H: 4.43 -3.00 -3.98
H: 0.69 1.74 -2.67
H: 0.29 0.96 -4.19
H: 1.18 2.49 -4.20
H: 3.11 1.66 -1.80
H: 3.47 2.61 -3.24
H: 4.39 1.14 -2.91
H: 2.10 -0.14 -5.55
H: 3.78 -0.12 -5.01
H: 3.02 1.36 -5.60
H: 0.84 -4.12 -1.93
H: -0.62 -4.21 -2.91
H: -0.40 -2.87 -1.80
H: 2.33 -4.22 -3.90
H: 2.20 -3.03 -5.20
H: 0.99 -4.29 -5.03
H: -0.71 -1.22 -3.75
H: -0.97 -2.62 -4.80
H: 0.26 -1.43 -5.22
O: 1.32 -1.12 -0.77
O: 0.29 -0.44 -1.61